[1]
{
  "formula": "C15H27N3O2",
  "method": "the ωB97M-V functional and the def2-TZVPD basis",
  "homo_lumo_gap_ev": 8.99,
  "smiles": "CC(C)CCN1CCN(Cc2ccon2)C[C@@H]1CCO",
  "total_charge": 0,
  "multiplicity": 1,
  "elements": ["C", "C", "C", "C", "C", "N", "C", "C", "N", "C", "C", "C", "C", "O", "N", "C", "C", "C", "C", "O", "H", "H", "H", "H", "H", "H", "H", "H", "H", "H", "H", "H", "H", "H", "H", "H", "H", "H", "H", "H", "H", "H", "H", "H", "H", "H", "H"],
  "positions_angstrom": [[-5.3176, -0.8428, -0.3698], [-3.8868, -0.5426, -0.8132], [-3.5932, 0.9466, -0.6749], [-2.8978, -1.3811, 0.0025], [-1.4464, -1.2959, -0.4938], [-0.7031, -0.2300, 0.1657], [-0.1989, -0.6180, 1.4716], [1.0670, -1.4842, 1.4156], [2.0850, -0.8081, 0.6351], [3.3492, -1.5201, 0.6339], [4.4268, -0.6625, 0.0682], [4.6584, 0.7146, 0.3350], [5.7553, 1.0001, -0.4160], [6.1524, -0.0944, -1.0728], [5.3205, -1.1174, -0.7696], [1.5918, -0.5699, -0.7091], [0.3626, 0.3510, -0.6415], [0.7998, 1.7215, -0.1097], [-0.3585, 2.6918, 0.0821], [0.1586, 3.8898, 0.6285], [-5.4490, -0.5908, 0.6805], [-5.5513, -1.8972, -0.5013], [-6.0274, -0.2602, -0.9526], [-3.7878, -0.8232, -1.8685], [-4.2730, 1.5286, -1.2939], [-2.5725, 1.1593, -0.9741], [-3.7169, 1.2576, 0.3599], [-2.9419, -1.0608, 1.0439], [-3.2174, -2.4250, -0.0391], [-1.4533, -1.1018, -1.5690], [-0.9663, -2.2751, -0.3460], [-0.9811, -1.1604, 2.0052], [0.0247, 0.2928, 2.0303], [1.4424, -1.6336, 2.4311], [0.8300, -2.4781, 0.9918], [3.6034, -1.7560, 1.6732], [3.3120, -2.4662, 0.0665], [4.0872, 1.3571, 0.9687], [6.3274, 1.8936, -0.5668], [2.3785, -0.0900, -1.2942], [1.3236, -1.5177, -1.2123], [-0.0322, 0.4873, -1.6554], [1.3174, 1.6011, 0.8402], [1.5075, 2.1590, -0.8153], [-0.8422, 2.8929, -0.8850], [-1.1019, 2.2478, 0.7555], [-0.5650, 4.5106, 0.7589]],
  "forces_ev_per_a": [[0.234, 0.001, -0.222], [-0.093, 0.020, 0.318], [-0.030, -0.230, -0.259], [0.097, -0.035, -0.446], [-0.184, -0.174, 0.240], [-0.076, 0.072, -0.105], [0.144, -0.153, 0.129], [-0.225, 0.065, 0.106], [0.122, -0.105, 0.023], [-0.052, -0.191, 0.030], [0.500, 0.344, -0.201], [0.495, 0.052, -0.360], [-0.663, -0.120, 0.494], [0.442, 0.574, -0.137], [-0.670, -0.998, 0.131], [-0.215, 0.165, -0.210], [0.391, 0.187, -0.129], [-0.462, 0.177, 0.005], [-0.047, -0.425, -0.114], [0.167, 0.346, 0.120], [-0.044, 0.035, 0.152], [-0.075, -0.115, 0.019], [-0.133, 0.056, -0.024], [0.031, -0.024, 0.013], [-0.071, 0.110, -0.053], [0.112, 0.157, -0.009], [0.026, 0.080, 0.169], [-0.029, -0.040, 0.141], [-0.041, -0.045, 0.078], [0.053, -0.018, -0.024], [0.013, 0.047, -0.126], [-0.001, 0.062, 0.049], [0.003, -0.045, 0.135], [-0.031, -0.049, -0.016], [0.052, 0.026, 0.035], [-0.040, -0.049, -0.089], [-0.004, 0.045, 0.089], [-0.119, 0.213, 0.141], [0.138, 0.113, -0.074], [-0.028, -0.026, -0.056], [0.062, 0.022, 0.025], [0.024, -0.050, 0.062], [0.071, 0.054, 0.017], [0.096, -0.005, -0.008], [-0.023, -0.084, 0.071], [0.028, 0.023, -0.125], [0.057, -0.063, -0.006]],
  "mulliken_charge": [-1.654, 0.767, -1.116, -1.149, -0.756, 0.402, -1.058, -0.749, 0.257, -0.813, 0.574, -0.017, -0.680, -0.167, -0.570, -1.398, -0.115, -0.919, -0.565, -0.543, 0.347, 0.418, 0.412, 0.200, 0.472, 0.022, 0.289, 0.332, 0.360, 0.603, 0.361, 0.521, 0.392, 0.505, 0.261, 0.429, 0.338, 0.391, 0.469, 0.715, 0.152, 0.636, 0.228, 0.531, 0.296, 0.239, 0.349]
}



[2]
{
  "formula": "C15H27N3O3",
  "method": "the ωB97M-V functional and the def2-TZVPD basis",
  "homo_lumo_gap_ev": 9.48,
  "smiles": "CC(C)=O.CC(C)=O.CC(C)=O.CC#N.CC#N.CC#N",
  "total_charge": 0,
  "multiplicity": 1,
  "elements": ["C", "C", "C", "O", "H", "H", "H", "H", "H", "H", "C", "C", "C", "O", "H", "H", "H", "H", "H", "H", "C", "C", "C", "O", "H", "H", "H", "H", "H", "H", "C", "C", "N", "H", "H", "H", "C", "C", "N", "H", "H", "H", "C", "C", "N", "H", "H", "H"],
  "positions_angstrom": [[3.6790, 1.0776, -2.1079], [3.0544, -0.1926, -2.6320], [1.9926, -0.0590, -3.7195], [3.3741, -1.2777, -2.2045], [3.1351, 2.0011, -2.2947], [4.7179, 1.1809, -2.4204], [3.6962, 1.0033, -1.0133], [2.3062, -0.6107, -4.6051], [1.8669, 0.9856, -3.9972], [1.0782, -0.4626, -3.2927], [-3.5545, -0.7679, -4.2840], [-2.2165, -0.3417, -3.8097], [-2.0950, 1.0920, -3.2928], [-1.2826, -1.1067, -3.7288], [-3.8340, -0.1951, -5.1695], [-4.3080, -0.6061, -3.5119], [-3.5150, -1.8344, -4.5024], [-1.0853, 1.3509, -2.9998], [-2.7774, 1.0744, -2.4372], [-2.4997, 1.8031, -4.0138], [0.1036, -1.6141, -0.4825], [-0.2039, -0.1438, -0.3390], [-1.2478, 0.2818, 0.6590], [0.3194, 0.6808, -1.0565], [1.1860, -1.7499, -0.4866], [-0.2815, -1.9743, -1.4373], [-0.3740, -2.1390, 0.3422], [-2.0700, 0.7948, 0.1576], [-0.8249, 0.8923, 1.4568], [-1.7180, -0.5506, 1.1884], [0.6171, -3.7656, 4.2225], [-0.2262, -2.6183, 3.8652], [-0.8823, -1.7168, 3.6018], [1.1647, -3.4699, 5.1177], [1.3216, -4.0007, 3.4295], [-0.0153, -4.6246, 4.4290], [-1.8268, 2.7829, 3.8715], [-1.7951, 4.1597, 4.3474], [-1.7606, 5.2394, 4.7249], [-1.8305, 2.7353, 2.7866], [-2.7617, 2.3577, 4.2448], [-0.9865, 2.2128, 4.2529], [2.2383, -0.1350, 2.8897], [1.6746, 1.2162, 2.8301], [1.2326, 2.2749, 2.7835], [2.0704, -0.6419, 1.9414], [1.8299, -0.6510, 3.7495], [3.3144, 0.0527, 2.9474]],
  "forces_ev_per_a": [[0.027, 0.189, 1.175], [-0.390, 0.262, -0.689], [0.674, 0.189, 0.402], [0.070, 0.032, 0.149], [-0.082, -0.159, -0.475], [-0.026, -0.083, -0.200], [0.166, -0.159, -0.124], [-0.127, -0.227, 0.083], [-0.207, -0.019, 0.026], [-0.174, -0.022, -0.316], [-0.382, -0.516, -0.262], [1.000, 0.831, 0.717], [-0.611, -0.708, -0.355], [-0.045, -0.202, -0.133], [-0.111, -0.049, 0.009], [-0.011, 0.169, -0.026], [-0.088, 0.082, -0.173], [0.045, -0.093, 0.079], [0.169, 0.443, 0.166], [-0.006, 0.027, 0.016], [0.011, 0.249, 0.422], [-0.207, 0.191, -0.501], [-0.684, -0.580, 0.628], [0.230, 0.010, 0.128], [-0.012, -0.119, -0.043], [-0.035, 0.049, -0.030], [0.177, -0.334, -0.085], [0.291, 0.371, -0.062], [0.116, 0.341, -0.297], [0.207, -0.153, -0.167], [-0.204, 0.554, 0.161], [0.222, -0.473, -0.109], [-0.098, 0.232, -0.070], [0.065, -0.289, 0.024], [-0.034, 0.023, -0.078], [0.060, -0.063, 0.052], [-0.589, -0.040, 0.260], [0.358, -0.257, -0.281], [-0.069, 0.362, 0.158], [0.081, 0.114, -0.040], [0.122, -0.212, -0.104], [0.068, 0.048, 0.017], [0.502, 1.096, -0.442], [-0.393, -0.099, -0.082], [0.057, -0.076, 0.021], [-0.261, -0.183, 0.132], [0.134, -0.229, -0.023], [-0.004, -0.517, 0.341]],
  "mulliken_charge": [-1.150, 0.847, -0.519, -0.599, 0.356, 0.348, 0.229, 0.419, 0.235, -0.115, -1.303, 0.920, -0.867, -0.527, 0.340, 0.326, 0.341, 0.103, 0.213, 0.442, -1.263, 1.035, -0.662, -0.570, 0.267, 0.287, 0.410, 0.342, -0.278, 0.358, -0.884, 0.357, -0.355, 0.295, 0.284, 0.342, -0.467, 0.216, -0.380, 0.101, 0.350, 0.179, -0.546, 0.353, -0.448, 0.116, 0.156, 0.366]
}



[3]
{
  "formula": "C15H28AgB2BrI2NO8P",
  "method": "the ωB97M-V functional and the def2-TZVPD basis",
  "homo_lumo_gap_ev": [6.51, 6.46],
  "total_charge": 1,
  "multiplicity": 2,
  "elements": ["C", "C", "O", "C", "C", "C", "C", "C", "O", "C", "C", "O", "O", "B", "P", "N", "C", "I", "C", "C", "I", "O", "C", "C", "C", "O", "Br", "B", "O", "O", "H", "H", "H", "H", "H", "H", "H", "H", "H", "H", "H", "H", "H", "H", "H", "H", "H", "H", "H", "H", "H", "H", "H", "H", "H", "H", "H", "H", "Ag"],
  "positions_angstrom": [[1.2793, 2.6615, 4.8871], [1.2214, 1.2692, 4.3041], [1.2284, 1.3386, 2.8816], [1.7687, 0.1739, 2.2696], [1.8551, 0.3609, 0.7875], [0.7110, -0.1444, -0.1401], [1.4890, -0.7054, -1.3516], [0.6848, -1.1971, -2.5457], [1.0965, -0.4562, -3.7294], [1.4922, -1.2289, -4.7972], [2.7306, -2.0200, -4.6026], [0.8668, -1.2103, -5.8116], [0.0227, -1.2305, 0.3879], [-1.3859, -0.9399, 0.6547], [-1.5766, -0.4833, 2.6874], [-3.1712, -0.5543, 3.1818], [-2.4589, -2.1396, 0.4842], [-2.1254, -3.6537, 1.9983], [-2.6363, -2.8151, -0.8776], [-2.9992, -1.8271, -1.9820], [-1.0586, -4.1529, -1.4990], [-1.6505, 0.2565, -0.0764], [-0.4474, 0.9395, -0.4011], [-0.7795, 1.4183, -1.8671], [-1.1227, 2.8593, -2.0459], [-2.1508, 3.3963, -1.9574], [0.4849, 3.9621, -2.5969], [-0.3902, 2.2223, 0.5844], [0.7206, 3.0366, 0.6246], [-1.4740, 2.5067, 1.3214], [0.3691, 2.9001, 5.4086], [1.3927, 3.3833, 4.0944], [2.1151, 2.7716, 5.5478], [2.0727, 0.7040, 4.6512], [0.3356, 0.7575, 4.6417], [2.7804, 0.0615, 2.6363], [1.2437, -0.7283, 2.5493], [2.7430, -0.1729, 0.4927], [2.0587, 1.3991, 0.5888], [2.1113, -1.5076, -1.0056], [2.2091, 0.0728, -1.7492], [0.8613, -2.2366, -2.7253], [-0.3560, -0.9947, -2.3910], [3.5086, -1.4536, -4.1166], [2.5156, -2.8587, -3.9572], [3.0606, -2.4090, -5.5425], [-1.1749, 0.8170, 2.9947], [-0.7855, -1.2991, 3.4950], [-3.2800, -1.2746, 3.8949], [-3.4407, -1.7693, 0.7269], [-3.4590, -3.4912, -0.7718], [-2.3190, -1.8855, -2.8080], [-3.0883, -0.8197, -1.6170], [-3.9551, -2.1015, -2.3914], [-0.0023, 1.2102, -2.5700], [-1.6271, 0.8529, -2.2039], [0.9199, 3.2458, 1.5433], [-1.4851, 3.4260, 1.6017], [2.4505, 1.7574, -1.7909]],
  "forces_ev_per_a": [[-0.329, -0.032, -0.259], [0.216, 0.274, -0.056], [-0.267, -0.063, -0.173], [0.195, 0.665, 0.431], [-0.278, -0.627, -0.312], [0.180, 0.190, -0.366], [-0.872, 0.521, -0.432], [0.898, 1.085, -0.490], [-0.279, 0.218, 0.653], [-0.428, 0.001, -0.879], [0.053, -0.199, 0.416], [0.033, 0.216, 0.131], [-0.362, -0.459, 0.769], [0.702, -0.157, -1.131], [-0.466, -0.046, 0.496], [0.423, 0.280, 0.071], [0.791, -0.341, -0.289], [-0.141, 0.003, -0.025], [0.123, 0.271, 0.234], [-0.193, -0.311, -0.012], [-0.023, -0.006, 0.096], [-0.331, -0.491, 0.471], [-0.867, 0.483, 0.158], [1.049, -0.068, 0.157], [-0.119, -0.146, 0.046], [-0.215, 0.301, 0.073], [0.657, -0.329, 0.112], [0.560, -0.173, -0.249], [0.202, -0.083, -0.421], [-0.632, 0.014, -0.002], [-0.297, 0.185, 0.330], [0.105, 0.306, -0.320], [0.379, 0.126, 0.436], [0.408, -0.383, -0.042], [-0.438, -0.378, 0.126], [0.425, -0.127, 0.238], [-0.405, -0.344, -0.014], [0.410, -0.408, -0.100], [0.119, 0.562, 0.011], [0.452, -0.251, 0.440], [-0.056, -1.560, -0.035], [-0.200, -0.556, 0.112], [-0.593, -0.263, -0.039], [0.284, 0.313, 0.085], [-0.056, -0.404, 0.252], [0.209, -0.138, -0.506], [-0.065, 0.073, 0.002], [0.216, 0.085, 0.249], [-0.210, -0.197, -0.070], [-0.471, 0.275, 0.239], [-0.287, -0.580, 0.085], [0.457, 0.240, -0.398], [0.106, 0.407, 0.158], [-0.499, -0.118, -0.187], [0.644, -0.119, -0.483], [-0.580, -0.208, 0.034], [0.138, 0.308, 0.145], [-0.064, 0.116, 0.323], [-0.410, 2.046, -0.285]],
  "mulliken_charge": [-1.142, -0.180, -0.152, -1.771, -1.268, 2.019, -0.738, -0.089, -0.333, 0.672, -1.074, -0.521, -0.764, 0.972, 0.339, -0.598, -1.053, 0.120, -0.469, -0.952, 0.081, -0.762, 1.052, -0.375, -0.286, -0.382, -0.226, 1.306, -0.797, -0.717, 0.349, 0.207, 0.343, 0.429, 0.175, 0.749, 0.495, 0.819, 0.433, 0.594, -0.193, 0.436, -0.733, 0.323, 0.314, 0.351, -0.075, 0.155, 0.337, 0.684, 0.776, 0.349, 0.096, 0.381, 0.314, 0.104, 0.269, 0.284, 0.321]
}



Number 1: E_tot -24556.7343 eV. Number 2: E_tot -26604.4028 eV. Number 3: E_tot -134757.9559 eV.